ORCA calculation (wB97M-V/def2-TZVPD) on the molecule F4P2S2 at a distorted geometry.

```
8
Properties=species:S:1:pos:R:3:forces:R:3:lowdin_charge:R:1
S 2.755 -0.755 0.557 0.53 0.27 0.09 0.40
S -3.020 0.628 -0.064 0.30 -0.39 0.11 0.30
P -1.213 -0.099 0.197 -1.31 -2.62 0.60 0.26
P 1.163 0.232 -0.108 0.52 0.25 -0.29 0.19
F -0.973 -1.421 -0.820 -0.51 1.79 1.61 -0.35
F 1.101 1.765 0.199 0.42 0.36 1.33 -0.24
F 1.273 0.570 -1.624 0.14 -0.84 -1.02 -0.22
F -1.087 -0.919 1.663 -0.10 1.19 -2.42 -0.33
```
Forces are in eV/Å.

Calculated total energy = -1878.58607 Eh
HOMO level (spin up / spin down) = -7.991 / -9.795 eV
Molecular weight = 202.07 Da
Charge = 0
Frontier orbital gap (spin up / spin down) = 8.0 / 4.8 eV
Relative energy (zero: lowest compared OMol25 entry of this formula, charge and spin) = 0.00 kcal per mole
Multiplicity = 3

***

ORCA calculation (wB97M-V/def2-TZVPD) on a structure of composition F5HN3OP2S at a distorted geometry.

```
13
Properties=species:S:1:pos:R:3:forces:R:3:lowdin_charge:R:1
S 1.053 -2.156 0.168 -1.18 1.29 0.27 1.08
P -0.386 0.264 0.836 -1.27 1.60 1.67 0.53
P -0.423 1.285 -1.836 -1.25 2.28 0.90 0.62
F -0.640 -2.042 0.342 1.22 -0.47 -0.37 -0.33
F -1.490 -0.157 1.824 0.77 -0.01 -0.71 -0.02
F -0.202 1.727 1.350 0.28 -0.96 -0.26 -0.05
F -1.507 1.930 -2.725 1.27 -0.76 0.38 -0.01
F 0.290 2.567 -1.294 -0.42 -1.25 -0.96 -0.05
O 1.536 -2.976 1.195 0.34 -0.64 0.55 -0.32
N -1.044 0.341 -0.651 -0.85 0.54 1.04 -0.23
N 1.033 -0.457 0.902 -0.59 -0.66 -0.46 -0.21
N 0.055 -0.181 -1.675 1.29 -0.81 -2.19 -0.11
H 1.726 -0.143 1.565 0.38 -0.14 0.14 0.11
```
Forces are in eV/Å.

Calculated total energy = -1820.08583 Eh
HOMO level = -14.912 eV
Molecular weight = 248.03 Da
Charge = +1
Frontier orbital gap = 9.5 eV
Relative energy (zero: lowest compared OMol25 entry of this formula, charge and spin) = 80.61 kcal per mole

***

ORCA calculation (wB97M-V/def2-TZVPD) on a structure of composition F5Sr3 at a distorted geometry.

```
8
Properties=species:S:1:pos:R:3:forces:R:3:lowdin_charge:R:1
Sr -15.471 8.222 12.305 3.46 3.60 -0.48 1.59
Sr -15.683 9.580 8.323 4.61 2.95 -0.79 1.47
Sr -13.045 6.341 9.250 2.74 4.56 -1.48 1.57
F -11.270 8.343 8.647 -1.45 -2.93 0.83 -0.69
F -14.004 8.644 9.835 -2.06 -3.05 0.72 -0.78
F -13.646 9.920 12.196 -2.67 -2.58 1.03 -0.70
F -14.524 11.521 9.282 -2.11 -1.70 -0.66 -0.73
F -13.670 9.326 6.938 -2.52 -0.86 0.83 -0.73
```
Forces are in eV/Å.

Calculated total energy = -591.19449 Eh
HOMO level = -11.191 eV
Molecular weight = 357.85 Da
Charge = +1
Frontier orbital gap = 4.2 eV
Relative energy (zero: lowest compared OMol25 entry of this formula, charge and spin) = 206.09 kcal per mole

***

ORCA calculation (wB97M-V/def2-TZVPD) on a cluster of 13 separate species, F6H24O12P in total at a distorted geometry.

```
43
Properties=species:S:1:pos:R:3:forces:R:3:lowdin_charge:R:1
P 0.078 0.196 0.112 0.09 0.21 0.09 0.24
F 0.179 0.681 1.656 -0.77 -0.55 0.17 -0.13
F -0.630 -1.211 0.428 0.39 0.09 0.61 -0.14
F 1.565 -0.468 0.357 -0.42 0.52 -0.39 -0.16
F 0.095 -0.245 -1.455 0.32 0.32 0.29 -0.14
F -1.402 0.843 -0.026 0.66 0.01 0.01 -0.14
F 0.774 1.600 -0.271 -0.10 0.03 -0.22 -0.15
O 0.405 4.843 -0.297 -0.06 0.12 0.10 -0.06
O 1.503 2.684 -2.634 -0.03 -0.21 -0.07 -0.07
O -1.354 -3.195 -3.062 0.14 -0.06 0.14 -0.06
O 1.763 -0.804 3.837 -0.05 -0.15 0.03 -0.05
O -3.579 2.010 -1.178 0.01 0.11 -0.16 -0.07
O -2.274 1.631 3.175 -0.06 0.06 0.05 -0.06
O 4.533 -0.427 -0.045 0.20 -0.32 -0.43 -0.04
O 3.495 1.746 1.230 0.16 0.20 -0.16 -0.08
O 1.607 -2.937 -0.351 0.28 0.23 0.41 -0.08
O -2.048 -0.232 -3.294 0.14 -0.14 -0.14 -0.06
O -3.395 -1.659 0.737 -0.11 0.15 -0.03 -0.06
O -1.087 -3.254 2.314 -0.02 -0.13 0.15 -0.06
H 1.765 -1.764 3.895 0.02 0.01 0.02 0.02
H 0.880 -2.866 -0.976 -0.01 0.00 -0.05 0.01
H 1.662 -2.050 0.075 -0.13 -1.12 -0.60 -0.02
H -2.661 -1.037 0.824 -0.19 -0.16 -0.04 0.00
H 4.647 -1.284 0.377 -0.05 0.05 0.09 0.06
H 0.708 2.978 -3.088 0.01 0.09 0.06 0.03
H 2.579 1.542 1.016 0.15 0.01 0.08 -0.02
H -3.071 -2.329 0.127 0.01 0.03 -0.03 0.03
H 1.364 4.806 -0.213 -0.01 -0.11 -0.08 0.04
H 0.094 4.060 0.168 0.05 -0.04 -0.04 0.02
H -2.270 0.705 -3.265 -0.03 0.00 0.12 0.04
H 4.014 1.098 0.714 -0.33 0.19 0.44 -0.01
H -3.809 1.100 -1.393 0.02 -0.05 0.16 0.02
H -1.941 -3.430 -3.785 -0.01 0.06 0.00 0.03
H -1.011 -2.996 1.388 0.06 0.02 0.14 0.00
H 1.177 2.202 -1.858 0.19 0.29 -0.35 -0.02
H 3.830 -0.567 -0.692 0.00 -0.02 0.03 0.05
H -2.208 0.694 3.388 0.02 0.00 -0.04 0.03
H -0.178 -3.294 2.624 0.03 -0.06 -0.11 0.02
H -2.868 1.927 -0.528 -0.25 -0.01 -0.19 0.01
H -1.443 1.835 2.733 0.02 -0.11 0.00 0.01
H -1.490 -2.248 -2.940 -0.23 -0.04 -0.08 -0.01
H -1.145 -0.278 -2.950 -0.13 0.32 0.05 0.01
H 1.149 -0.606 3.121 0.05 0.15 -0.05 0.00
```
Forces are in eV/Å.

Calculated total energy = -1858.16918 Eh
HOMO level = -8.035 eV
Molecular weight = 361.14 Da
Charge = -1
Frontier orbital gap = 10.6 eV
Relative energy (zero: lowest compared OMol25 entry of this formula, charge and spin) = 26.44 kcal per mole

***

ORCA calculation (wB97M-V/def2-TZVPD) on a cluster of 14 separate species, F6H26O13P in total at a distorted geometry.

```
46
Properties=species:S:1:pos:R:3:forces:R:3:lowdin_charge:R:1
P -6.771 -2.136 -10.990 -0.18 0.34 -1.06 0.22
F -6.898 -3.210 -12.205 0.00 0.18 0.50 -0.14
F -7.868 -2.956 -10.130 0.30 -0.20 0.18 -0.14
F -7.951 -1.267 -11.640 -0.43 0.26 0.11 -0.12
F -5.710 -1.249 -11.849 0.01 -0.72 0.35 -0.14
F -5.571 -3.034 -10.365 -0.03 0.00 -0.09 -0.15
F -6.607 -1.080 -9.779 -0.06 -0.12 0.12 -0.13
O -5.874 -0.820 -6.603 -0.09 -0.42 -0.08 -0.06
O -9.582 0.257 -13.649 -0.23 0.06 0.07 -0.06
O -10.413 -4.234 -9.002 0.07 -0.12 0.16 -0.05
O -6.228 -3.284 -14.922 -0.11 -0.22 -0.06 -0.06
O -4.999 -5.361 -11.924 -0.06 -0.03 0.39 -0.06
O -3.595 -1.076 -9.646 -0.04 -0.15 0.22 -0.05
O -5.155 1.482 -11.336 -0.11 -0.09 0.05 -0.06
O -7.067 1.709 -7.787 -0.21 0.15 0.02 -0.07
O -9.218 -4.064 -14.353 -0.16 -0.01 -0.01 -0.07
O -4.889 -0.651 -14.486 -0.06 0.14 -0.07 -0.08
O -4.869 -3.372 -7.721 -0.02 -0.18 0.08 -0.05
O -8.985 -1.300 -8.088 -0.19 -0.23 -0.09 -0.05
O -10.161 -3.265 -11.776 -0.33 0.16 -0.10 -0.06
H -5.397 0.543 -11.329 0.19 0.38 -0.02 -0.01
H -9.762 -3.845 -8.402 -0.09 0.19 -0.15 0.03
H -5.343 -4.625 -11.390 0.23 -0.31 -0.40 -0.01
H -6.591 -3.387 -14.027 0.14 0.25 -0.31 0.00
H -5.377 -1.313 -14.993 0.06 -0.15 0.19 0.00
H -6.454 1.783 -7.051 0.09 -0.14 -0.06 0.02
H -4.679 -3.439 -8.669 -0.01 0.24 0.24 0.03
H -5.330 -4.191 -7.512 0.02 0.04 -0.02 0.05
H -3.591 -0.389 -8.971 -0.06 0.03 -0.11 0.04
H -9.658 -3.779 -13.528 0.26 -0.12 -0.05 0.00
H -5.732 -5.609 -12.494 0.01 0.09 -0.06 0.02
H -5.996 1.949 -11.357 0.03 -0.04 0.05 0.03
H -8.699 -4.829 -14.091 -0.04 0.02 0.05 0.03
H -9.918 -2.336 -11.700 0.18 -0.07 -0.03 0.03
H -9.321 0.211 -12.722 0.14 -0.05 -0.11 0.01
H -10.463 -5.163 -8.754 0.01 0.06 -0.09 0.05
H -4.525 -1.326 -9.729 0.33 0.26 0.03 -0.03
H -6.424 -1.096 -5.864 0.11 0.05 0.06 0.04
H -10.104 -3.597 -10.868 -0.05 -0.14 0.02 0.00
H -5.551 -1.657 -6.996 0.02 0.24 0.03 0.01
H -10.326 -0.350 -13.725 0.08 0.00 -0.02 0.03
H -8.393 -1.600 -7.394 0.21 0.12 0.01 0.02
H -8.530 -1.551 -8.907 -0.09 0.13 0.29 -0.01
H -6.999 -3.363 -15.493 -0.09 0.06 0.13 0.03
H -7.211 0.759 -7.879 0.09 0.00 -0.01 -0.01
H -5.201 -0.780 -13.580 0.16 0.06 -0.36 -0.01
```
Forces are in eV/Å.

Calculated total energy = -1934.62523 Eh
HOMO level = -7.467 eV
Molecular weight = 379.16 Da
Charge = -1
Frontier orbital gap = 9.5 eV
Relative energy (zero: lowest compared OMol25 entry of this formula, charge and spin) = 12.18 kcal per mole

***

ORCA calculation (wB97M-V/def2-TZVPD) on a structure of composition F6N3O16PS6Tl at a distorted geometry.

```
33
Properties=species:S:1:pos:R:3:forces:R:3:lowdin_charge:R:1
Tl -0.366 0.154 -0.973 -0.09 0.04 -1.48 1.05
S 2.865 -1.734 0.534 -1.69 2.63 3.83 0.60
S -3.583 0.460 1.323 -5.04 7.66 -0.52 0.39
S 1.020 1.397 2.558 -1.84 -5.98 6.38 0.33
S 1.453 3.286 1.217 1.98 2.66 -2.96 0.56
S 2.385 -2.874 -1.508 -0.32 -7.01 -7.35 0.45
S -2.693 -1.558 2.017 4.80 -5.99 0.57 0.61
P -1.214 0.916 -4.906 1.71 3.43 -1.56 -0.08
F -1.347 -2.472 1.568 -1.05 1.55 0.08 -0.26
F 1.426 -2.870 -2.846 -0.73 -0.11 1.46 -0.24
F 0.174 0.096 2.491 -1.51 -1.42 -0.65 -0.21
F 1.787 3.407 -0.344 -0.56 -0.02 0.17 -0.21
F 3.120 -0.143 0.613 -0.23 -1.17 -0.45 -0.20
F -3.640 1.619 0.175 0.75 -0.80 0.11 -0.22
O -2.348 -1.327 3.414 -1.25 0.76 -1.96 -0.29
O -1.355 0.456 -6.384 -0.12 -2.26 -1.36 -0.35
O -0.740 -0.080 -3.834 -0.80 0.42 0.23 -0.57
O -0.215 2.122 -5.150 -1.13 -1.16 1.82 -0.53
O 0.446 4.299 1.452 0.77 -1.35 -0.09 -0.29
O 3.591 -2.751 -2.328 0.01 -0.10 2.41 -0.33
O 0.153 2.165 3.425 1.63 0.97 -0.04 -0.28
O -3.665 -2.610 1.738 0.12 2.26 0.08 -0.31
O 2.079 -2.020 1.747 1.88 0.11 -2.84 -0.29
O 2.078 -4.209 -0.876 1.22 3.24 -1.01 -0.35
O -4.869 -0.160 1.049 0.83 0.18 1.23 -0.31
O 4.226 -2.231 0.418 -1.81 0.03 -0.33 -0.31
O 2.211 0.741 3.030 0.77 2.18 0.36 -0.29
O 2.807 3.569 1.744 -2.56 -1.14 0.06 -0.33
O -3.375 1.323 2.484 -0.76 -1.74 -0.89 -0.30
O -2.738 1.322 -4.997 0.32 -0.26 1.45 -0.40
N 1.782 -1.675 -0.839 2.29 1.70 4.11 -0.35
N 0.927 1.709 1.101 1.49 4.71 -2.61 -0.34
N -2.381 -0.326 0.885 0.94 -4.05 1.74 -0.37
```
Forces are in eV/Å.

Calculated total energy = -4870.04845 Eh
HOMO level (spin up / spin down) = 3.256 / 3.519 eV
Molecular weight = 839.75 Da
Charge = -4
Frontier orbital gap (spin up / spin down) = 4.7 / 4.5 eV
Multiplicity = 2

***

ORCA calculation (wB97M-V/def2-TZVPD) on a structure of composition F6PRb at a distorted geometry.

```
8
Properties=species:S:1:pos:R:3:forces:R:3:lowdin_charge:R:1
Rb -4.704 33.033 -13.811 0.15 -0.06 0.40 0.98
P -2.741 32.402 -8.295 1.05 -1.16 3.15 0.18
F -3.006 31.501 -9.624 -0.85 0.34 -0.31 -0.20
F -4.323 32.657 -7.967 0.51 -0.62 -0.15 -0.19
F -1.161 32.240 -8.578 0.18 0.09 -0.57 -0.18
F -2.750 31.020 -7.407 -0.42 0.09 -0.78 -0.20
F -2.816 33.753 -9.140 0.52 0.60 -0.30 -0.17
F -2.255 33.105 -6.844 -1.14 0.72 -1.44 -0.22
```
Forces are in eV/Å.

Calculated total energy = -964.82491 Eh
HOMO level = -10.144 eV
Molecular weight = 230.43 Da
Charge = 0
Frontier orbital gap = 7.8 eV
Relative energy (zero: lowest compared OMol25 entry of this formula, charge and spin) = 44.08 kcal per mole